Density functional theory data (ωB97M-V/def2-TZVPD) for a structure of composition C40H52N3O3S2SiTi in a non-equilibrium geometry.

XYZ file:
```
102
Properties=species:S:1:pos:R:3:mulliken_spin:R:1
Ti -1.03 0.18 0.20 1.807
S 1.61 1.67 0.50 0.010
S 0.96 -1.41 3.24 0.003
Si -0.93 0.13 -3.20 -0.024
O 0.40 -0.68 2.06 0.054
O 0.09 1.92 0.46 -0.049
O -0.42 -0.17 -1.70 0.094
N -2.17 0.93 2.03 0.021
N -3.22 -0.04 -0.41 -0.023
N -1.41 -2.01 0.24 0.018
C 3.56 -0.82 2.64 -0.001
C 1.75 -0.40 -3.92 0.001
C -3.63 0.68 1.91 0.002
C 0.48 -1.47 5.95 -0.002
C 2.26 3.16 1.27 0.008
C -3.67 -1.45 -0.50 0.025
C -3.00 4.36 -3.26 0.000
C 0.97 -0.60 6.92 0.000
C -1.89 2.59 -2.10 -0.072
C -2.86 3.65 -4.45 0.000
C 0.37 0.24 -5.77 0.000
C 1.51 -2.47 8.33 0.000
C 0.51 -2.84 6.18 0.000
C 2.48 -0.58 3.68 -0.001
C 4.77 -2.23 1.12 0.000
C 3.59 1.34 -1.36 0.000
C 0.50 -0.01 -4.39 -0.003
C -2.25 -1.07 -3.77 0.005
C -3.57 -0.71 -4.04 0.003
C -2.51 3.83 -2.08 0.016
C -1.89 -2.41 -3.96 -0.001
C 2.85 -0.52 -4.77 -0.001
C 1.48 -1.10 8.11 0.000
C 4.41 0.23 2.33 0.002
C 1.03 -3.34 7.37 0.000
C 2.19 1.91 -1.17 0.008
C -4.04 0.82 0.46 0.037
C 5.45 0.05 1.42 -0.001
C -4.13 -2.98 -4.65 0.000
C 5.63 -1.18 0.81 0.000
C -4.51 -1.65 -4.47 0.000
C -0.04 -0.93 4.65 0.003
C -2.24 2.41 -4.45 -0.001
C -2.83 -2.40 0.35 0.024
C -1.74 1.84 -3.27 0.001
C 3.75 -2.05 2.03 0.000
C 1.46 0.13 -6.62 0.000
C 1.52 3.50 2.55 -0.001
C -2.81 -3.36 -4.39 0.000
C 2.70 -0.25 -6.12 0.000
H 3.81 -0.83 -4.38 0.000
H -1.07 -2.13 -0.72 -0.006
H 3.55 -0.34 -6.79 0.000
H -4.84 -3.71 -5.00 0.000
H 1.04 -4.41 7.54 0.000
H -0.59 0.50 -6.19 0.000
H 4.34 1.91 -0.82 -0.001
H -1.99 1.93 1.97 0.009
H 2.25 0.48 3.79 0.000
H 0.13 -3.53 5.43 0.000
H 1.34 0.32 -7.68 0.000
H 3.32 2.95 1.46 -0.001
H -3.81 -0.34 2.25 -0.003
H 3.65 0.31 -1.03 -0.001
H 0.47 3.71 2.34 0.000
H -3.49 5.33 -3.26 0.000
H 1.45 1.36 -1.76 -0.004
H -4.72 -1.54 -0.22 0.000
H -1.47 2.19 -1.18 0.024
H -0.08 0.16 4.63 0.001
H 2.19 3.96 0.53 -0.001
H 6.12 0.87 1.19 0.000
H -3.88 1.85 0.13 -0.011
H -3.89 0.32 -3.91 -0.001
H 1.91 -2.86 9.26 0.000
H -3.24 4.07 -5.37 0.000
H 4.91 -3.20 0.65 0.000
H 3.84 1.38 -2.42 0.000
H -3.25 0.35 -1.35 0.010
H -1.03 -1.33 4.41 0.001
H -2.51 -4.39 -4.53 0.000
H 1.57 2.70 3.28 0.000
H 2.13 2.97 -1.41 0.001
H 1.85 -0.42 8.87 0.000
H -3.01 -3.42 0.03 0.000
H -5.52 -1.35 -4.68 0.000
H -4.22 1.34 2.54 0.001
H -5.11 0.60 0.36 0.005
H 0.95 0.47 6.75 0.000
H 4.29 1.19 2.82 0.000
H -1.82 0.63 2.93 0.005
H 3.10 -2.89 2.27 0.000
H -0.87 -2.73 -3.78 -0.001
H 1.86 -0.63 -2.86 0.002
H 2.75 -0.98 4.66 0.000
H -2.16 1.88 -5.39 0.000
H 6.43 -1.33 0.10 0.000
H -3.10 -2.33 1.41 -0.005
H -0.82 -2.57 0.84 0.006
H 1.96 4.39 2.99 0.000
H -2.60 4.38 -1.16 0.000
H -3.58 -1.75 -1.54 0.006
```

Summary:
- relative energy (zero: lowest compared OMol25 entry of this formula, charge and spin) (kcal/mol) = 35.6
- 2S+1 = 3
- net charge = +1
- frontier orbital gap (spin up / spin down) (eV) = 5.79 / 8.69